This record from the Open Molecules 2025 dataset describes 2 unconnected molecules or ions with the total composition C2H8NOS2. The level of theory is the ωB97M-V functional and the def2-TZVPD basis.

XYZ file:
```
14
Properties=species:S:1:pos:R:3:forces:R:3:mulliken_charge:R:1
S 0.384 -2.836 -1.017 0.074 -0.038 -0.056 -0.30
S -1.369 -2.188 -0.099 -0.118 -0.153 -0.092 -0.62
H 0.137 -4.148 -1.183 -0.020 0.009 0.028 0.08
H -0.320 -0.885 1.286 0.067 0.193 -0.221 0.21
C -0.739 1.784 -0.288 0.271 0.141 -0.371 -0.77
N 0.420 0.938 -0.564 -0.194 -0.068 0.111 -0.41
C 1.026 0.393 0.641 0.079 0.335 -0.170 -0.50
O 0.147 -0.079 1.618 -0.100 -0.096 0.539 -0.48
H -1.483 1.291 0.337 -0.055 0.087 0.127 0.29
H -1.205 2.066 -1.235 0.011 -0.090 0.020 0.33
H -0.398 2.717 0.172 -0.076 -0.066 0.215 0.28
H 0.091 0.143 -1.096 -0.120 -0.118 -0.147 0.28
H 1.603 1.191 1.122 0.018 -0.015 0.010 0.31
H 1.707 -0.388 0.305 0.163 -0.121 0.008 0.32
```
Forces are in eV/Å.

Relative energy (zero: lowest compared OMol25 entry of this formula, charge and spin) (kJ/mol): 5.2
HOMO-LUMO gap (hartree): 0.2363
Energy (a.u.): -1007.41735
Total charge: -1

***

This record from the Open Molecules 2025 dataset describes 2 unconnected molecules or ions with the total composition C2H4Cl2OS at a distorted geometry. The level of theory is the ωB97M-V functional and the def2-TZVPD basis.

XYZ file:
```
10
Properties=species:S:1:pos:R:3:forces:R:3:mulliken_charge:R:1
C -0.618 2.419 -0.584 1.970 -2.981 0.592 -0.78
C 0.140 1.312 -0.296 -2.232 3.696 -0.328 0.08
Cl 0.669 1.031 1.285 0.279 0.197 1.489 -0.19
H -0.982 2.738 -1.513 -0.141 -0.337 -1.576 0.29
H -0.921 3.079 0.165 -0.123 0.736 1.483 0.24
H 0.492 0.536 -0.892 0.205 -0.711 -1.609 0.37
O 0.496 -3.166 -0.528 1.563 -0.432 2.329 -0.49
S 0.408 -1.753 0.409 -0.273 -2.046 -0.329 0.28
Cl -0.813 -2.408 1.948 0.342 0.345 -0.471 -0.16
H 1.129 -3.788 0.006 -1.588 1.531 -1.579 0.37
```
Forces are in eV/Å.

Relative energy (zero: lowest compared OMol25 entry of this formula, charge and spin) (kJ/mol): 99.8
HOMO-LUMO gap (hartree): 0.3383
Energy (a.u.): -1472.34168
SMILES string: C=CCl.OSCl
Total charge: 0

***

This record from the Open Molecules 2025 dataset describes a molecular structure, C40H28AsN3O7SV at a distorted geometry. The level of theory is the ωB97M-V functional and the def2-TZVPD basis.

XYZ file:
```
81
Properties=species:S:1:pos:R:3:forces:R:3:lowdin_spin:R:1
V 9.492 12.165 13.143 -0.487 -1.753 2.182 1.91
O 14.297 10.758 16.412 0.430 0.301 0.771 0.01
C 13.137 11.069 15.774 0.260 0.290 -0.165 0.01
C 12.283 12.077 16.222 0.765 -0.586 0.925 -0.01
C 11.183 12.370 15.423 0.887 -0.568 -0.131 0.02
N 11.096 11.737 14.265 -1.265 -1.108 -0.488 -0.01
C 11.719 10.581 13.950 0.428 1.316 0.677 0.01
C 12.855 10.251 14.635 0.173 -0.398 0.242 0.00
C 10.913 9.738 13.012 -2.434 -0.685 -1.501 0.00
O 11.358 8.757 12.419 -0.229 1.089 0.972 0.00
O 9.595 10.141 12.916 2.989 -0.346 0.683 0.00
C 9.882 12.934 15.853 -3.319 1.606 0.538 0.00
O 9.614 13.394 16.955 1.204 -0.840 -0.742 0.00
O 8.878 12.852 14.921 2.234 -0.648 -0.256 0.00
H 14.521 11.370 17.151 -0.632 -0.468 -0.878 0.00
H 12.458 12.601 17.183 -0.199 -0.429 -0.770 0.00
H 13.461 9.372 14.347 -0.448 0.657 0.480 0.00
S 11.727 14.865 14.775 0.565 -0.120 -0.035 0.01
C 10.290 15.720 15.143 -0.857 0.696 0.258 0.00
C 10.096 16.394 16.370 -0.229 0.145 -0.084 0.00
C 8.911 17.093 16.614 0.217 -0.240 -0.504 0.00
C 7.909 17.129 15.631 -0.386 0.172 -0.048 0.00
C 8.063 16.465 14.408 0.676 0.000 0.426 0.00
C 9.240 15.747 14.188 0.114 0.003 0.364 0.00
As 9.617 14.572 12.693 0.079 2.741 -0.220 0.00
C 11.003 15.606 11.765 0.000 -0.693 -0.396 0.00
C 11.801 14.968 10.804 0.129 0.565 0.180 0.00
C 12.831 15.681 10.174 -0.141 -0.192 0.031 0.00
C 13.073 17.019 10.496 -0.188 -0.119 0.176 0.00
C 12.254 17.642 11.446 -0.147 -0.048 0.116 0.00
C 11.216 16.942 12.077 0.178 0.480 -0.237 0.00
C 8.076 14.959 11.531 0.361 -0.283 0.128 0.00
C 8.230 15.361 10.206 -0.810 -0.150 0.157 0.00
C 7.120 15.290 9.352 -0.047 0.226 -0.339 0.00
C 5.880 14.811 9.799 0.540 0.247 0.292 0.00
C 5.750 14.437 11.142 0.173 0.099 0.199 0.00
C 6.842 14.510 12.009 -0.238 0.264 -0.970 0.00
H 10.896 16.333 17.119 -0.405 0.097 -0.318 0.00
H 8.775 17.636 17.552 -0.006 -0.249 -0.240 0.00
H 6.967 17.663 15.815 0.471 -0.121 -0.014 0.00
H 7.309 16.536 13.628 0.018 -0.084 0.261 0.00
H 11.639 13.915 10.580 0.146 0.333 0.007 0.00
H 13.443 15.158 9.435 -0.119 0.227 0.209 0.00
H 13.902 17.566 10.028 -0.419 -0.237 0.195 0.00
H 12.417 18.683 11.737 0.040 -0.300 -0.196 0.00
H 10.581 17.459 12.810 0.364 -0.345 -0.291 0.00
H 9.197 15.706 9.842 -0.190 -0.076 0.041 0.00
H 7.244 15.632 8.313 -0.174 -0.254 0.454 0.00
H 5.024 14.757 9.124 0.278 0.000 0.156 0.00
H 4.806 14.065 11.532 0.034 0.044 -0.166 0.00
H 6.764 14.168 13.032 -0.108 -0.045 0.053 0.00
O 7.990 12.041 11.728 0.768 -0.736 -1.664 0.02
C 8.908 11.795 10.884 1.701 0.959 1.024 0.01
N 8.864 11.307 9.643 -1.013 -0.230 -0.104 0.00
C 10.212 11.138 9.079 -0.181 -0.152 0.826 0.00
C 11.102 11.494 10.306 0.424 1.260 2.033 0.00
O 12.325 11.452 10.384 -1.796 -0.262 -0.514 0.00
N 10.259 12.076 11.279 -1.231 -1.228 -2.598 0.00
C 10.415 9.747 8.560 -0.038 -0.532 -0.215 0.00
C 9.834 9.439 7.329 0.284 -0.348 -0.115 0.00
C 9.999 8.165 6.783 -0.181 -0.066 -0.002 0.00
C 10.726 7.192 7.475 0.082 0.134 0.128 0.00
C 11.270 7.504 8.727 0.228 -0.427 -0.044 0.00
C 11.112 8.773 9.279 -0.131 0.029 0.015 0.00
C 10.572 12.216 8.103 -0.032 1.053 -0.656 0.00
C 9.768 13.360 7.968 0.316 -0.348 -0.373 0.00
C 10.215 14.430 7.194 0.033 0.486 -0.124 0.00
C 11.464 14.385 6.575 0.127 -0.250 -0.001 0.00
C 12.254 13.233 6.708 0.054 0.248 -0.180 0.00
C 11.821 12.156 7.462 -0.307 0.023 0.346 0.00
H 7.972 10.981 9.251 0.938 0.108 0.106 0.00
H 9.281 10.213 6.790 0.186 -0.263 0.083 0.00
H 9.541 7.934 5.816 0.206 0.041 0.324 0.00
H 10.871 6.191 7.044 -0.096 0.511 0.204 0.00
H 11.852 6.749 9.287 -0.478 0.477 -0.375 0.00
H 11.491 8.977 10.287 -0.056 -0.056 -0.528 0.00
H 8.791 13.429 8.448 0.393 -0.116 -0.054 0.00
H 9.587 15.336 7.099 0.403 -0.604 0.066 0.00
H 11.852 15.235 6.000 -0.291 -0.340 0.243 0.00
H 13.234 13.171 6.228 -0.292 0.141 0.134 0.00
H 12.473 11.295 7.636 -0.296 0.277 -0.163 0.00
```
Forces are in eV/Å.

Relative energy (zero: lowest compared OMol25 entry of this formula, charge and spin) (kJ/mol): 123.4
HOMO-LUMO gap (spin up / spin down) (hartree): 0.2373 / 0.2375
Multiplicity: 3
Energy (a.u.): -5810.22612
Total charge: -1

***

This record from the Open Molecules 2025 dataset describes a single CH3N5 molecule at a distorted geometry. The level of theory is the ωB97M-V functional and the def2-TZVPD basis.

XYZ file:
```
9
Properties=species:S:1:pos:R:3:forces:R:3:mulliken_charge:R:1
N -1.532 -0.094 0.083 -0.095 1.557 2.376 -0.59
N -0.198 -0.057 -0.226 2.146 -0.780 3.542 0.47
C 0.653 0.919 0.064 -1.178 4.662 -3.224 0.00
N 1.830 0.479 0.116 4.247 0.617 -0.434 -0.28
N 1.799 -0.902 -0.015 -1.591 2.477 1.783 -0.21
N 0.569 -1.128 0.001 -1.949 -5.545 -1.982 -0.23
H -1.782 -0.460 1.051 0.913 0.336 -1.863 0.29
H -1.733 -0.664 -0.643 -2.962 -2.625 -2.127 0.27
H 0.395 1.908 -0.432 0.471 -0.699 1.929 0.28
```
Forces are in eV/Å.

Relative energy (zero: lowest compared OMol25 entry of this formula, charge and spin) (kJ/mol): 290.6
HOMO-LUMO gap (hartree): 0.4006
Energy (a.u.): -313.54827
SMILES string: Nn1cnnn1
Total charge: 0

***

This record from the Open Molecules 2025 dataset describes a single C4H11NO2S molecule at a distorted geometry. The level of theory is the ωB97M-V functional and the def2-TZVPD basis.

XYZ file:
```
19
Properties=species:S:1:pos:R:3:forces:R:3:mulliken_charge:R:1
C 1.600 0.618 -0.385 -1.595 -0.122 -2.805 -1.08
C 0.538 -0.257 0.188 -1.305 1.948 3.674 0.69
C 0.900 -1.680 0.584 -1.199 2.509 0.045 -1.62
N -0.004 0.570 1.606 1.400 -1.524 -2.754 -0.78
S -1.076 -0.314 -0.762 -0.793 -2.105 -1.728 1.22
C -1.686 1.373 -0.825 0.488 -0.220 -1.859 -0.94
O -2.073 -1.099 -0.038 1.003 0.659 0.508 -0.64
O -0.889 -0.832 -2.158 0.496 1.856 2.739 -0.67
H 2.223 -0.108 -0.957 0.102 1.181 0.136 0.31
H 2.061 1.028 0.482 0.885 0.701 0.131 0.36
H 1.094 1.418 -1.104 1.636 -1.475 1.630 0.18
H -0.041 -1.907 0.966 -1.484 -1.905 0.728 0.49
H 1.625 -1.883 1.322 1.101 0.522 0.821 0.38
H 1.122 -2.155 -0.292 0.474 -1.875 -2.191 0.46
H 0.704 0.343 2.323 -0.178 0.096 -0.580 0.30
H -0.759 -0.050 1.820 -0.943 -0.232 0.647 0.32
H -1.800 1.978 0.089 -0.006 -0.937 -0.191 0.32
H -0.887 1.843 -1.472 -1.412 -0.070 0.348 0.33
H -2.652 1.115 -1.388 1.330 0.992 0.703 0.35
```
Forces are in eV/Å.

Relative energy (zero: lowest compared OMol25 entry of this formula, charge and spin) (kJ/mol): 279.1
HOMO-LUMO gap (hartree): 0.4125
Energy (a.u.): -762.34303
SMILES string: CC(C)(N)S(C)(=O)=O
Total charge: 0

***

> What is the formula in the fourth record?

CH3N5